The following is a quantum chemistry calculation of a structure of composition C35H69AlBr2Cl4N5O14S2 in a non-equilibrium geometry, from OMol25.

Its energy above the lowest of the compared OMol25 structures with the same formula, charge and spin is 0.0 kcal/mol. Its HOMO-LUMO gap is 0.806 eV. Its LUMO energy is -0.081 hartree. Its net charge is -1.

Atoms and positions in Å:
C (-5.43866, -4.64040, -2.67074)
C (-4.03501, -4.54897, -2.04159)
O (-3.87994, -3.57184, -1.00454)
C (-4.08008, -2.27051, -1.53167)
C (-3.47702, -1.20220, -0.62134)
O (-2.19006, -0.77824, -1.08107)
C (-1.21456, -0.91191, -0.10151)
N (0.11970, -0.87398, -0.70442)
C (0.78916, -1.95665, -0.86200)
N (0.33374, -3.29671, -0.45555)
O (0.30796, -4.08119, -1.63351)
C (-0.75467, -3.69447, -2.54351)
C (-0.24088, -3.15866, -3.92341)
C (-0.04665, -4.43319, -4.82284)
C (-1.28817, -2.23046, -4.61948)
C (-1.19433, -0.74715, -4.17351)
C (-1.01230, -2.22080, -6.16638)
C (1.54196, -3.71802, 0.25488)
C (1.59839, -3.52224, 1.78820)
C (1.30046, -2.11115, 2.32228)
C (2.06946, -0.83666, 1.93565)
N (0.36358, -2.02321, 3.18080)
C (2.72782, -3.22690, -0.66522)
O (3.76066, -2.82613, 0.25436)
C (3.40764, -4.37265, -1.48594)
C (3.36872, -4.19337, -3.03604)
C (4.77961, -3.84181, -3.58479)
Br (3.01501, -6.00697, -3.79333)
N (2.05734, -2.13784, -1.36707)
C (2.82327, -0.90802, -1.67007)
C (2.76291, -0.53841, -3.18718)
H (-6.24538, -4.69260, -1.90554)
H (-5.48269, -5.58629, -3.22388)
H (-5.63261, -3.86647, -3.42111)
H (-3.31533, -4.43652, -2.85910)
H (-3.82197, -5.52676, -1.56553)
H (-5.17924, -2.10022, -1.52961)
H (-3.75102, -2.16443, -2.58323)
H (-4.13338, -0.29466, -0.67319)
H (-3.48926, -1.50254, 0.44230)
H (-1.28325, -0.05155, 0.59500)
H (-1.37815, -1.82680, 0.48684)
H (0.51611, 0.01661, -0.99311)
H (-1.51583, -3.04182, -2.08254)
H (-1.28636, -4.63045, -2.79172)
H (0.69147, -2.57213, -3.80494)
H (0.21402, -5.26305, -4.14036)
H (0.75593, -4.22732, -5.54559)
H (-0.98974, -4.74272, -5.30238)
H (-2.31129, -2.60435, -4.43578)
H (-0.32586, -0.26967, -4.67188)
H (-1.04160, -0.61672, -3.09182)
H (-2.11452, -0.19868, -4.43212)
H (-1.59664, -2.97577, -6.70841)
H (0.06692, -2.24184, -6.38751)
H (-1.37631, -1.23729, -6.52248)
H (1.46408, -4.82166, 0.17646)
H (0.81843, -4.17708, 2.21182)
H (2.55204, -3.84744, 2.23098)
H (2.06706, -0.19196, 2.82723)
H (1.60442, -0.24672, 1.13532)
H (3.12414, -0.99278, 1.67251)
H (0.27320, -1.05068, 3.49147)
H (4.08500, -3.60740, 0.71653)
H (4.45924, -4.49213, -1.17517)
H (2.92618, -5.33617, -1.26054)
H (2.60038, -3.49553, -3.38678)
H (5.52413, -4.43332, -2.98638)
H (4.98341, -2.76129, -3.59281)
H (4.83152, -4.25546, -4.61048)
H (3.89106, -0.99993, -1.42425)
H (2.44510, -0.04148, -1.10642)
H (2.94014, -1.44778, -3.79187)
H (1.79396, -0.09995, -3.46143)
H (3.60604, 0.14247, -3.36908)
C (6.16614, 3.39856, -2.91036)
S (5.47277, 1.81515, -2.41604)
O (4.03233, 2.03812, -2.11134)
C (6.34088, 1.72751, -0.84333)
H (5.72656, 3.68087, -3.86545)
H (5.92819, 4.15373, -2.16121)
H (7.24643, 3.30231, -3.02199)
H (6.09219, 2.59688, -0.23886)
H (7.41663, 1.68369, -1.02057)
H (6.02322, 0.82497, -0.32527)
O (-5.71376, 0.61798, 0.68681)
Cl (-5.45502, 1.50520, 1.90353)
O (-4.38007, 0.93775, 2.66009)
O (-6.62762, 1.58343, 2.71700)
O (-5.12131, 2.82032, 1.47456)
C (4.20963, 3.39055, 4.94266)
C (4.14783, 4.53477, 3.92900)
C (5.05137, 4.15230, 2.74880)
S (5.06368, 2.35859, 2.68836)
O (6.40153, 1.89352, 2.97980)
O (4.34615, 1.91559, 1.51293)
C (4.04019, 2.11164, 4.13443)
H (3.43796, 3.48534, 5.70357)
H (5.18321, 3.39017, 5.44261)
H (3.11991, 4.65660, 3.58378)
H (4.45884, 5.48133, 4.36976)
H (4.67097, 4.53832, 1.80474)
H (6.07612, 4.48917, 2.90239)
H (4.36497, 1.21828, 4.66547)
H (3.01030, 1.99821, 3.79876)
Al (6.32930, -6.07419, -3.34283)
C (-1.87268, 4.12214, 3.95934)
C (-1.71126, 2.86115, 3.16392)
O (-0.36138, 2.45601, 3.48008)
C (-0.04326, 3.00039, 4.67752)
O (0.95482, 2.71087, 5.29149)
O (-0.95859, 3.88392, 5.08256)
H (-2.88311, 4.26959, 4.30150)
H (-1.54197, 4.99392, 3.41882)
H (-2.39447, 2.06979, 3.47636)
H (-1.82723, 3.02373, 2.09417)
Cl (-3.15957, 6.11832, 3.03681)
Cl (-3.99333, -4.74652, -4.95050)
C (-6.95695, 7.85987, 4.17632)
C (-7.80743, 6.69241, 4.65872)
C (-7.07344, 5.80533, 5.66934)
C (-5.86212, 5.24123, 5.05490)
N (-4.90395, 4.83461, 4.56874)
H (-6.05894, 7.51158, 3.66534)
H (-7.54219, 8.49590, 3.46282)
H (-6.63629, 8.49330, 5.02033)
H (-8.11173, 6.09686, 3.79635)
H (-8.72110, 7.07808, 5.12114)
H (-7.72089, 4.98928, 5.99492)
H (-6.78660, 6.38164, 6.55137)
Br (-6.99185, 7.79698, 1.74883)
Cl (-6.76909, -0.64184, 1.91634)

The following is a quantum chemistry calculation of a structure of composition C35H69HgN3O4PSSb2Si3, from OMol25.

Its energy above the lowest of the compared OMol25 structures with the same formula, charge and spin is 0.0 kcal/mol. Its HOMO-LUMO gap (alpha / beta) is 3.991 / 6.011 eV. Its multiplicity is 2. Its LUMO energy (alpha / beta) is 0.148 / 0.148 hartree. Its net charge is -2.

Atoms and positions in Å:
Hg (-0.74586, -0.79236, 0.82440)
S (-2.30303, 0.85168, 2.70527)
C (-3.60990, 0.31809, 1.70216)
C (-4.95528, 0.64638, 1.99478)
C (-5.96591, 0.20968, 1.16401)
C (-5.65708, -0.55784, 0.04355)
C (-4.32578, -0.84358, -0.18085)
N (-3.33433, -0.43578, 0.61580)
H (-5.15969, 1.23802, 2.87631)
H (-6.99724, 0.46600, 1.38345)
H (-6.42262, -0.90789, -0.63730)
H (-4.02306, -1.41942, -1.04848)
C (-2.31958, -5.50301, -2.73309)
N (-1.80237, -4.16853, -2.51063)
C (-2.32079, -2.98862, -3.00443)
C (-1.55534, -1.99136, -2.46960)
N (-0.57671, -2.53136, -1.66024)
C (-0.76057, -3.82619, -1.70802)
H (-2.97982, -5.48934, -3.59678)
H (-2.88263, -5.85821, -1.86886)
H (-1.50390, -6.19827, -2.92756)
H (-3.17614, -2.97025, -3.66330)
H (-1.65725, -0.92388, -2.58601)
H (-0.17190, -4.56360, -1.17423)
C (4.19398, -0.75083, -3.06295)
Sb (2.20708, -0.81201, -2.13970)
C (1.25853, -0.55427, -4.05713)
C (2.17236, 1.29751, -1.74030)
H (4.39978, 0.24126, -3.47560)
H (4.22231, -1.49022, -3.87101)
H (4.97179, -1.00344, -2.33649)
H (1.92651, 0.00569, -4.71719)
H (0.33761, 0.01276, -3.89312)
H (1.00973, -1.51523, -4.51318)
H (2.48567, 1.85357, -2.62898)
H (2.81921, 1.54114, -0.89322)
H (1.13443, 1.55039, -1.49282)
C (-2.87461, -4.42246, 3.53820)
C (-3.27589, -4.30818, 2.21082)
C (-2.60828, -3.43914, 1.34950)
C (-1.52368, -2.67141, 1.77322)
C (-1.13940, -2.80443, 3.10575)
C (-1.79546, -3.66406, 3.98506)
H (-3.40328, -5.08020, 4.21849)
H (-4.12365, -4.88462, 1.85028)
H (-2.95658, -3.36032, 0.31951)
H (-0.30680, -2.21361, 3.47988)
H (-1.47798, -3.72652, 5.02295)
C (-1.44590, 5.50008, -1.30924)
C (-2.27485, 4.22701, -1.24452)
C (-2.21127, 3.62193, 0.15325)
C (-3.72571, 4.52901, -1.62265)
O (-1.67563, 3.35101, -2.22759)
P (-1.96731, 1.74317, -2.27581)
O (-3.42656, 1.48965, -2.30345)
O (-1.04587, 1.04304, -1.33091)
O (-1.31599, 1.45446, -3.74258)
C (-1.64538, 2.05243, -5.00008)
C (-1.43468, 0.95781, -6.03746)
C (-3.08676, 2.55662, -5.07909)
C (-0.67499, 3.20403, -5.24985)
H (-1.82750, 6.23736, -0.59784)
H (-1.48710, 5.92154, -2.31804)
H (-0.40275, 5.27499, -1.06934)
H (-2.58110, 4.32918, 0.89875)
H (-1.18633, 3.33858, 0.40144)
H (-2.81466, 2.71541, 0.20767)
H (-4.18960, 5.16081, -0.85864)
H (-4.28069, 3.59156, -1.70368)
H (-3.76765, 5.04982, -2.58597)
H (-2.08002, 0.10572, -5.80267)
H (-0.39657, 0.61378, -6.01724)
H (-1.67497, 1.32666, -7.03842)
H (-3.78508, 1.75088, -4.84406)
H (-3.28467, 2.93931, -6.08438)
H (-3.25471, 3.35045, -4.34904)
H (0.35369, 2.84044, -5.17117)
H (-0.82324, 3.97376, -4.49002)
H (-0.83211, 3.63246, -6.24451)
C (0.88446, 2.34681, 4.05082)
Si (1.44587, 0.56913, 4.28836)
C (2.94639, 0.60183, 5.43521)
C (0.10868, -0.31366, 5.26278)
Sb (2.01194, -0.20149, 1.90717)
Si (4.59025, 1.02959, 2.08581)
C (4.03315, 2.80319, 1.67333)
C (6.10255, 1.37690, 3.21396)
C (5.40144, 0.40598, 0.48222)
Si (3.07037, -2.48249, 2.40323)
C (2.00660, -3.92178, 2.96928)
C (3.83057, -3.03276, 0.76929)
C (4.49323, -2.43686, 3.64294)
H (0.72302, 2.86407, 5.00443)
H (-0.06184, 2.34756, 3.49363)
H (1.61941, 2.91036, 3.46460)
H (2.67562, 1.05887, 6.39676)
H (3.77114, 1.17171, 4.99195)
H (3.31706, -0.41095, 5.62968)
H (-0.05595, 0.21442, 6.21069)
H (0.37914, -1.35297, 5.48752)
H (-0.83483, -0.31799, 4.70233)
H (3.84548, 3.37369, 2.59329)
H (3.10042, 2.79575, 1.09740)
H (4.78933, 3.34620, 1.08785)
H (5.81252, 1.98453, 4.07984)
H (6.86825, 1.92861, 2.64928)
H (6.55740, 0.45446, 3.59540)
H (4.63719, 0.09503, -0.23969)
H (6.04770, -0.46034, 0.67247)
H (6.00811, 1.19209, 0.01214)
H (1.11401, -4.03156, 2.34551)
H (1.66259, -3.78684, 4.00209)
H (2.58881, -4.85117, 2.91849)
H (3.06712, -3.05771, -0.01519)
H (4.27720, -4.03226, 0.85636)
H (4.60853, -2.33230, 0.44309)
H (4.13049, -2.21801, 4.65383)
H (5.22534, -1.66336, 3.38108)
H (5.00067, -3.41097, 3.66552)

The following is a quantum chemistry calculation of a structure of composition C35H70IN4O15P3S in a non-equilibrium geometry, from OMol25.

Its energy above the lowest of the compared OMol25 structures with the same formula, charge and spin is 152.1 kcal/mol. Its HOMO-LUMO gap is 7.487 eV. Its LUMO energy is -0.050 hartree.

Atoms and positions in Å:
C (-2.13304, 1.60290, 9.65366)
C (-1.86897, 1.58335, 8.10259)
O (-2.08900, 2.86720, 7.50628)
C (-2.32635, 2.76574, 6.10118)
C (-1.11132, 2.11980, 5.29789)
C (-0.57333, 3.11221, 4.17888)
C (-1.56020, 3.27691, 2.97158)
C (-1.59446, 2.06349, 1.95455)
C (-0.26882, 1.26635, 1.81766)
C (1.06498, 1.91994, 1.49044)
C (1.06745, 3.46079, 1.26024)
C (1.97725, 3.95617, 0.07801)
C (1.80116, 3.16637, -1.25846)
I (1.31560, 6.01285, -0.34955)
C (2.28308, 1.17488, 1.40117)
O (3.51989, 1.77941, 1.14100)
N (4.32467, 1.00853, 0.29308)
O (4.89231, 1.69382, -0.46404)
C (2.22009, -0.28714, 1.62562)
N (3.19836, -1.24404, 1.63248)
S (2.52234, -2.72454, 1.89047)
N (0.90584, -2.32862, 2.06409)
C (0.92005, -0.97031, 1.90435)
C (-0.34033, -0.16175, 2.00325)
C (-1.63821, -0.96898, 2.29563)
N (-1.69384, -1.37070, 3.73184)
H (-2.06867, 0.53697, 9.99970)
H (-3.13170, 2.04701, 9.89855)
H (-1.31111, 2.20453, 10.12387)
H (-0.77604, 1.34294, 7.97585)
H (-2.51629, 0.82805, 7.58619)
H (-2.63808, 3.74905, 5.67662)
H (-3.21235, 2.07446, 5.97576)
H (-0.24982, 1.86434, 5.95276)
H (-1.54231, 1.24979, 4.74647)
H (-0.52399, 4.11843, 4.68718)
H (0.47585, 2.85946, 3.90238)
H (-1.31773, 4.24772, 2.46768)
H (-2.58886, 3.42016, 3.40359)
H (-1.80449, 2.50431, 0.93776)
H (-2.47496, 1.43680, 2.20570)
H (0.02765, 3.80588, 1.02018)
H (1.31296, 3.95102, 2.24263)
H (3.02849, 4.04287, 0.43075)
H (0.74355, 3.21642, -1.62077)
H (2.17773, 2.12373, -1.15100)
H (2.41314, 3.69430, -2.03588)
H (-1.53613, -1.93254, 1.72469)
H (-2.57389, -0.49501, 1.92852)
H (-1.26651, -0.63342, 4.29508)
H (-1.02482, -2.14794, 3.79710)
O (0.85449, 9.39970, 3.44294)
P (2.20076, 10.05760, 3.27604)
O (3.17426, 8.81665, 3.73253)
C (3.34863, 7.72632, 2.83118)
C (4.35258, 8.06998, 1.74575)
O (2.20822, 10.90448, 4.69557)
C (0.98937, 11.37188, 5.26768)
C (0.57031, 10.47743, 6.41704)
O (3.56251, 10.94414, 2.83084)
C (3.34318, 12.10565, 2.00824)
C (2.79835, 13.27491, 2.80869)
H (2.38847, 7.43452, 2.39621)
H (3.71768, 6.88185, 3.41674)
H (3.96289, 8.85250, 1.08946)
H (4.57813, 7.19317, 1.13530)
H (5.27899, 8.44712, 2.18198)
H (0.20132, 11.44776, 4.51550)
H (1.17147, 12.38354, 5.64206)
H (0.47299, 9.43923, 6.09922)
H (-0.38331, 10.80475, 6.83700)
H (1.32503, 10.49725, 7.20629)
H (2.67186, 11.85170, 1.18349)
H (4.30900, 12.37564, 1.57869)
H (1.75857, 13.09994, 3.09526)
H (2.82995, 14.19337, 2.21906)
H (3.36986, 13.41919, 3.72621)
O (0.14207, -6.33287, -3.79781)
P (1.39421, -6.01088, -3.01857)
O (1.45274, -4.38668, -3.24760)
C (0.53277, -3.56630, -2.53101)
C (0.99083, -3.34516, -1.10106)
O (2.49056, -6.42842, -4.18215)
C (2.19954, -7.46255, -5.11913)
C (1.80569, -6.86498, -6.45543)
O (2.68748, -5.89610, -1.94691)
C (2.94810, -7.04213, -1.11261)
C (3.63459, -8.15843, -1.87852)
H (-0.46886, -4.00675, -2.55728)
H (0.48662, -2.60920, -3.05340)
H (0.95628, -4.27884, -0.53313)
H (0.35318, -2.61568, -0.59845)
H (2.02303, -2.99109, -1.07658)
H (1.42688, -8.13578, -4.74033)
H (3.10867, -8.05791, -5.24153)
H (0.95827, -6.18634, -6.35491)
H (1.54268, -7.64846, -7.16987)
H (2.63154, -6.28045, -6.86623)
H (2.01391, -7.39307, -0.66625)
H (3.59566, -6.70275, -0.30286)
H (2.94087, -8.63791, -2.57354)
H (4.00180, -8.92571, -1.19420)
H (4.46949, -7.77290, -2.46467)
O (-5.40384, -6.26097, -7.33625)
P (-4.27725, -7.23681, -7.10905)
O (-4.49329, -8.21633, -8.41158)
C (-4.10971, -7.73174, -9.69445)
C (-2.60991, -7.84750, -9.90185)
O (-5.02745, -8.17727, -5.97519)
C (-5.98563, -7.61349, -5.08477)
C (-7.39073, -7.96106, -5.53438)
O (-2.85738, -8.05988, -6.74200)
C (-1.96425, -7.43095, -5.79802)
C (-2.45402, -7.56672, -4.37075)
H (-4.44397, -6.69794, -9.82495)
H (-4.62999, -8.34313, -10.43392)
H (-2.07146, -7.17239, -9.23171)
H (-2.34074, -7.59553, -10.92970)
H (-2.26680, -8.85983, -9.68297)
H (-5.85389, -6.53344, -4.99202)
H (-5.80379, -8.04307, -4.09523)
H (-7.57503, -7.63139, -6.55696)
H (-8.13391, -7.50027, -4.87975)
H (-7.53551, -9.04362, -5.52002)
H (-1.82947, -6.37931, -6.06439)
H (-0.99753, -7.92565, -5.90028)
H (-3.32468, -6.92813, -4.19581)
H (-1.67565, -7.26683, -3.66930)
H (-2.75510, -8.59362, -4.15489)